# C5H13NO

A 2-piece molecular cluster, C5H13NO overall at a distorted geometry (ωB97M-V/def2-TZVPD, OMol25).

Each line ends with the natural charge from an NBO analysis.
Positions of all 20 atoms, in Å:
1 H -1.6555 1.5948 -1.4602  0.205
2 H 0.3403 -5.9620 -1.5234  0.469
3 H 0.6449 3.1231 0.6149  0.193
4 H -0.7732 3.0006 -0.8979  0.211
5 O 0.8106 -5.2911 -1.0613  -0.939
6 C -1.2798 2.0822 -0.5575  -0.641
7 C 2.2676 1.7029 0.4476  -0.588
8 C -0.6587 0.0251 0.4916  -0.013
9 H 0.7528 2.0004 1.9762  0.209
10 H 2.9101 2.5773 0.3337  0.210
11 H -2.1982 2.3619 0.0272  0.216
12 C 0.8214 1.9853 0.9048  -0.415
13 H 2.1040 1.1828 -0.6320  0.197
14 H 2.7163 1.0301 1.0400  0.194
15 N -1.9249 -0.4611 0.0472  -0.852
16 H 0.0412 -0.5176 1.1118  0.204
17 H -1.8813 -1.5510 -0.1739  0.363
18 H 1.7253 -5.5564 -1.0049  0.471
19 C -0.3575 1.2904 0.2947  -0.083
20 H -2.4953 -0.2431 -0.7389  0.390

Its SMILES is CC/C(C)=C/N.O. The calculation puts the orbital gap at 8.70 eV. As for the charge: 0. The spin multiplicity is 1.

# C6H10O

The molecule C6H10O (ωB97M-V/def2-TZVPD, OMol25).

Each line ends with the natural charge from an NBO analysis.
Positions of all 17 atoms, in Å:
1 H -0.2199 2.5936 0.1502  0.239
2 H -1.4230 1.2631 -1.2863  0.212
3 H -1.5429 -0.7862 1.0272  0.202
4 H 0.4149 -1.4059 0.5750  0.212
5 H -2.3762 -0.9850 -0.5336  0.214
6 H 0.7208 -1.8606 -1.0859  0.267
7 H -0.3882 1.3453 1.4554  0.224
8 C -0.9208 0.6244 -0.5516  -0.351
9 C -0.0844 1.5485 0.4250  -0.601
10 H 2.9707 -1.9169 -0.1812  0.111
11 O 2.9248 0.0021 0.3887  -0.517
12 C 0.3669 0.1404 -1.0492  0.126
13 C 2.3885 -0.9899 -0.0446  0.463
14 H -2.7833 0.3684 0.5316  0.219
15 H 1.0017 1.3743 0.3659  0.280
16 C 0.9059 -1.0660 -0.3500  -0.674
17 C -1.9554 -0.2495 0.1637  -0.624

The calculation puts the orbital gap at 9.00 eV. As for the charge: 0. The spin multiplicity is 1.

# C5H8N2O2

The molecule C5H8N2O2 at a distorted geometry (ωB97M-V/def2-TZVPD, OMol25).

Each line ends with the natural charge from an NBO analysis.
Positions of all 17 atoms, in Å:
1 C 1.2328 0.0642 0.5645  0.525
2 H 2.9920 0.2586 -0.6444  0.241
3 N -1.8164 1.5545 -0.1997  -0.799
4 O 1.7152 0.3147 1.6456  -0.579
5 H 1.7169 1.4412 -0.9763  0.230
6 O -2.2374 -1.3593 -0.2050  -0.654
7 H -1.6632 2.5368 -0.0159  0.395
8 H 1.5669 -0.2235 -1.5759  0.233
9 C 1.9130 0.3911 -0.7457  -0.737
10 C 0.1382 -1.3581 0.3731  0.204
11 C -1.1024 -0.7232 0.2374  0.143
12 H 1.5625 -2.6033 0.6119  0.356
13 N 0.6888 -2.4662 0.0977  -0.649
14 H -2.0580 1.3360 -1.1578  0.392
15 C -0.9861 0.6616 0.4474  -0.027
16 H -0.6608 1.0434 1.4111  0.247
17 H -3.0021 -0.8683 0.1321  0.480

Its SMILES is [H]/N=C(C(C)=O)/C(O)=C/N. The calculation puts the orbital gap at 7.94 eV. As for the charge: 0. The spin multiplicity is 1.

# C35H35AsBrF4N3O2PPtSTe

C35H35AsBrF4N3O2PPtSTe as an isolated structure (ωB97M-V/def2-TZVPD, OMol25).

Each line ends with the Mulliken spin population.
Positions of all 85 atoms, in Å:
1 H 2.1477 -3.0776 -0.9463  0.004
2 H -1.0449 4.0760 -2.9992  -0.001
3 H -1.6595 2.8063 6.4204  0.000
4 C 2.1545 -3.6886 3.9508  -0.004
5 O -3.0170 0.6726 -1.3902  0.003
6 C 4.0365 0.6942 -2.7554  0.016
7 C 2.3648 -2.9972 2.7649  -0.069
8 C -1.0963 2.2227 5.7025  0.002
9 H 3.3536 -2.9574 2.3240  -0.002
10 H -0.4623 2.8846 -4.1496  -0.001
11 H -3.5961 -0.1952 6.0428  0.000
12 C 2.9592 -2.1235 -2.7235  0.021
13 Pt -0.6322 0.2606 0.4099  0.973
14 C -3.3188 -5.0524 -0.3752  0.001
15 H 1.4678 -1.8088 1.2236  0.166
16 H -3.7307 -0.4146 1.1036  -0.012
17 H 2.2235 -2.5979 -3.3731  0.000
18 H 0.9499 0.1852 3.0916  0.057
19 H 6.0072 0.8746 -1.8745  0.000
20 C -2.6095 -0.9005 2.8867  -0.085
21 N -2.4445 3.2471 0.8639  0.002
22 C -0.9664 3.0058 -3.1923  0.016
23 O 1.0626 2.6016 -1.9002  0.063
24 H 1.3886 -0.0752 5.5142  0.000
25 C -0.1214 1.3251 6.1140  -0.001
26 H -5.6259 0.5546 2.3456  0.000
27 C -0.1825 -3.1092 3.8819  0.004
28 H -3.1610 2.9514 -2.9617  0.001
29 H 0.7121 -4.3092 5.4119  0.000
30 C 3.1162 -2.9082 -1.4222  -0.007
31 N -0.8935 1.5342 -1.3338  0.111
32 H 5.3856 -0.7753 -1.8794  0.000
33 C 5.1076 0.2720 -1.7502  0.015
34 H 1.7167 2.2043 -4.1841  0.002
35 H 0.3106 0.0318 -3.9047  -0.002
36 C -2.1659 1.3956 -1.8724  -0.008
37 C -4.7365 0.2228 4.2753  0.004
38 H 3.7567 -2.3814 -0.7089  0.000
39 C -3.7089 -0.3875 2.1903  0.034
40 H 2.9812 -4.1860 4.4425  0.000
41 C -1.9285 -3.1015 -0.4596  -0.013
42 H 3.9044 -2.0759 -3.2680  0.013
43 C 0.3690 0.7362 3.8190  0.051
44 C -4.7726 0.1643 2.8867  0.007
45 C -2.5290 -4.1759 -1.0913  -0.013
46 F -3.8955 -6.0747 -0.9762  0.000
47 C -0.6271 1.6072 3.3950  -0.169
48 C -3.4918 -4.8568 0.9802  0.003
49 C -2.0892 -2.8751 0.9069  -0.059
50 C 0.8815 -3.7517 4.4989  0.001
51 Br -0.8727 -1.9853 -1.5466  0.082
52 H -2.5306 1.6612 -3.9676  0.000
53 F -2.3604 -4.3854 -2.3913  0.001
54 H -2.1121 2.8694 -0.0065  -0.007
55 N -1.0107 1.8437 2.0702  0.136
56 As 2.3541 -0.2644 -2.4576  0.298
57 H -1.6962 -1.1644 4.8174  0.001
58 H -5.5691 0.6471 4.8226  0.000
59 H -3.1713 3.9383 0.8724  0.000
60 H -1.1728 -3.1894 4.3098  0.000
61 C -0.1278 2.3855 -2.0834  -0.066
62 H 4.7643 0.4029 -0.7223  0.010
63 H 2.7567 1.2936 -5.2732  0.000
64 C 0.0278 -2.3831 2.7099  -0.067
65 C -2.5639 -0.8157 4.2722  0.006
66 F -4.2354 -5.6968 1.6790  0.000
67 C 1.3060 -2.3461 2.1494  0.019
68 C -1.3271 2.3554 4.3429  0.010
69 C -3.6316 -0.2588 4.9622  0.000
70 C -1.9236 2.7758 2.0037  0.008
71 F -3.0613 -3.6719 2.9154  0.002
72 C -2.8778 -3.7885 1.5991  0.018
73 H 3.5652 -3.8847 -1.6146  -0.001
74 P -1.2755 -1.4890 1.8117  0.452
75 H 1.0649 1.5359 -5.6880  0.002
76 H 0.0807 1.2035 7.1714  0.000
77 S -2.4471 3.4226 3.5386  0.016
78 H 1.5702 -0.8160 -4.7860  0.010
79 Te 1.9422 1.1172 0.3977  1.906
80 C 1.7502 1.3480 -4.8599  -0.005
81 H 4.3733 0.5012 -3.7737  0.003
82 C 0.6120 0.6003 5.1767  0.001
83 H 3.8127 1.7571 -2.6656  -0.007
84 C -2.3127 2.2812 -3.0979  0.002
85 C 1.3755 0.0472 -4.1487  0.044

The calculation puts the orbital gap (spin up / spin down) at 7.76 / 6.72 eV. As for the charge: +1. The spin multiplicity is 5.